No. 1
# C31H35Cl2FI2N6O2S

A structure of composition C31H35Cl2FI2N6O2S in a non-equilibrium geometry (ωB97M-V/def2-TZVPD, the Open Molecules 2025 dataset).

## Properties
Kohn-Sham gap   7.6 eV
Multiplicity   1
E_LUMO   -1.35 eV
Energy relative to the best compared isomer or geometry (same formula, charge and spin)   199.7 kJ/mol
Charge   0

Structure (XYZ):
```
80
C31H35Cl2FI2N6O2S | the Open Molecules 2025 dataset | ωB97M-V/def2-TZVPD
C 3.127 1.553 2.505
C 3.551 2.918 1.886
I 4.447 4.359 3.222
C 3.384 3.244 0.559
I 4.033 5.160 -0.144
C 2.700 2.181 -0.308
C 3.270 0.977 -0.557
C 2.527 -0.106 -1.407
O 3.117 -0.802 -2.182
C 0.979 -0.146 -1.179
C 0.363 1.174 -0.946
C -1.059 1.259 -0.731
C -1.918 0.085 -0.717
C -3.432 0.267 -0.442
C -3.786 1.358 0.629
C -4.037 0.708 2.038
F -5.048 1.907 0.229
C -1.272 -1.213 -0.943
S -2.392 -2.674 -0.922
C 0.174 -1.356 -1.177
C 0.821 -2.771 -1.378
Cl 1.316 -3.085 -3.090
C 1.978 -3.032 -0.296
C 1.488 -4.016 0.857
Cl 3.514 -3.673 -1.061
C 1.280 2.442 -0.913
O 0.915 3.501 -1.339
H 3.858 0.747 2.230
H 3.134 1.612 3.627
H 2.083 1.245 2.223
H 4.277 0.707 -0.167
H -1.490 2.271 -0.571
H -3.935 0.518 -1.417
H -3.924 -0.683 -0.103
H -3.049 2.187 0.720
H -4.565 -0.269 1.895
H -4.735 1.357 2.630
H -3.093 0.496 2.594
H -2.340 -3.048 0.409
H 0.030 -3.526 -1.138
H 2.261 -2.087 0.239
H 1.618 -3.492 1.844
H 2.153 -4.917 0.916
H 0.412 -4.291 0.760
C 5.906 -6.209 -2.491
C 6.509 -7.472 -2.008
N 6.977 -8.450 -1.635
H 5.035 -6.427 -3.109
H 5.597 -5.599 -1.643
H 6.632 -5.654 -3.083
C 4.396 6.700 6.976
C 5.697 6.303 6.392
N 6.703 5.994 5.936
H 3.941 7.483 6.370
H 3.727 5.841 7.008
H 4.544 7.075 7.989
C -1.666 -3.451 -5.387
C -2.494 -4.254 -4.461
N -3.136 -4.876 -3.742
H -2.266 -2.650 -5.816
H -0.823 -3.016 -4.849
H -1.287 -4.083 -6.190
C -6.446 4.150 -1.823
C -7.418 4.704 -2.794
N -8.171 5.132 -3.545
H -5.432 4.408 -2.127
H -6.636 4.562 -0.833
H -6.540 3.066 -1.782
C 0.858 1.298 6.452
C 2.152 0.892 5.860
N 3.156 0.578 5.400
H 0.395 2.069 5.837
H 0.192 0.438 6.508
H 1.018 1.690 7.456
C -6.060 -1.822 -4.973
C -4.826 -1.007 -4.929
N -3.867 -0.376 -4.895
H -6.874 -1.239 -5.403
H -5.896 -2.709 -5.584
H -6.336 -2.130 -3.965
```

***

No. 2
# C36H23F15GeIrN7S

A structure of composition C36H23F15GeIrN7S (ωB97M-V/def2-TZVPD, the Open Molecules 2025 dataset).

## Properties
Kohn-Sham gap (alpha / beta)   7.7 / 5.1 eV
Multiplicity   2
E_LUMO (alpha / beta)   -8.45 / -11.06 eV
Expectation value of S²   0.7542
Energy relative to the best compared isomer or geometry (same formula, charge and spin)   0.0 kJ/mol
Charge   +3

Structure (XYZ):
```
84
C36H23F15GeIrN7S | the Open Molecules 2025 dataset | ωB97M-V/def2-TZVPD
Ir 0.139 0.253 0.255
C -2.492 -0.989 -0.402
N -1.350 -0.314 -1.081
C -0.806 -1.013 -2.279
C 0.622 -0.581 -2.437
N 1.262 0.026 -1.449
C 2.541 0.350 -1.928
C 3.610 1.036 -1.351
C 4.754 1.174 -2.109
C 4.843 0.650 -3.410
C 3.789 -0.014 -3.997
C 2.635 -0.138 -3.231
N 1.397 -0.718 -3.513
C -2.504 -0.529 1.028
N -1.439 0.053 1.563
C -1.779 0.399 2.880
C -1.074 1.070 3.878
C -1.710 1.243 5.088
C -3.014 0.764 5.311
C -3.724 0.111 4.329
C -3.080 -0.046 3.106
N -3.503 -0.623 1.907
H -2.348 -2.070 -0.452
H -3.435 -0.765 -0.904
H -1.647 0.619 -1.372
H -1.390 -0.776 -3.168
H -0.868 -2.093 -2.124
H 3.553 1.477 -0.365
H 5.604 1.702 -1.699
H 5.761 0.782 -3.967
H 3.861 -0.419 -4.998
H 1.127 -1.140 -4.390
H -0.081 1.467 3.717
H -1.202 1.766 5.887
H -3.471 0.920 6.279
H -4.724 -0.264 4.506
H -4.413 -1.025 1.733
N 1.638 0.702 1.644
C 1.894 -0.514 2.474
C 1.998 -1.670 1.501
N 0.689 -1.720 0.770
H 2.491 0.951 1.150
H 1.409 1.507 2.224
H 1.043 -0.649 3.142
H 2.791 -0.405 3.082
H 2.219 -2.612 2.000
H 2.780 -1.486 0.762
H -0.023 -2.096 1.397
H 0.758 -2.362 -0.017
F -0.849 1.470 -3.015
C -0.978 2.582 -3.792
C -0.808 3.836 -3.253
C -0.980 4.904 -4.122
F -0.806 6.142 -3.643
C -1.299 4.747 -5.459
F -1.447 5.788 -6.249
C -1.455 3.461 -5.960
F -1.755 3.272 -7.224
C -1.293 2.372 -5.117
F -1.444 1.130 -5.575
Ge -0.344 4.348 -1.440
S -0.242 2.482 -0.011
C 1.418 5.064 -1.240
C 1.839 5.457 0.027
F 1.020 5.272 1.072
C 3.071 6.031 0.250
F 3.448 6.388 1.466
C 3.926 6.219 -0.831
F 5.104 6.762 -0.641
C 3.548 5.819 -2.106
F 4.376 5.981 -3.122
C 2.306 5.241 -2.295
F 1.981 4.850 -3.527
C -1.793 5.330 -0.677
C -3.041 4.726 -0.631
F -3.151 3.426 -0.992
C -4.173 5.392 -0.220
F -5.346 4.781 -0.171
C -4.058 6.727 0.154
F -5.124 7.385 0.544
C -2.824 7.364 0.125
F -2.727 8.628 0.485
C -1.706 6.659 -0.284
F -0.536 7.292 -0.313
```

***

No. 3
# C3H7OS

A cluster of 2 separate species, C3H7OS in total in a non-equilibrium geometry (ωB97M-V/def2-TZVPD, the Open Molecules 2025 dataset).

## Properties
Kohn-Sham gap   5.9 eV
Multiplicity   1
E_LUMO   3.44 eV
Energy relative to the best compared isomer or geometry (same formula, charge and spin)   122.4 kJ/mol
Charge   -1

Structure (XYZ):
```
12
C3H7OS | the Open Molecules 2025 dataset | ωB97M-V/def2-TZVPD
S 1.254 0.135 -1.901
H 1.982 0.460 -2.969
C -1.148 1.394 -0.076
C -0.897 0.028 0.464
C -0.625 -0.324 1.733
O -0.174 -1.569 2.048
H -2.121 1.435 -0.616
H -1.125 2.213 0.668
H -0.361 1.608 -0.788
H -0.718 -0.768 -0.356
H -0.699 0.416 2.545
H 0.387 -1.562 2.832
```

***

No. 4
# C7H18CrN4S3

A structure of composition C7H18CrN4S3 (ωB97M-V/def2-TZVPD, the Open Molecules 2025 dataset).

## Properties
Kohn-Sham gap (alpha / beta)   6.5 / 7.3 eV
Multiplicity   2
E_LUMO (alpha / beta)   -4.23 / -3.41 eV
Expectation value of S²   0.7804
Charge   +1

Structure (XYZ):
```
33
C7H18CrN4S3 | the Open Molecules 2025 dataset | ωB97M-V/def2-TZVPD
Cr -0.509 0.577 0.856
N -2.064 -0.723 0.266
C -1.602 -1.822 -0.636
C -0.105 -1.979 -0.502
N 0.547 -0.642 -0.567
C 1.955 -0.737 -0.083
C 2.444 0.637 0.307
N 1.456 1.237 1.245
C 0.482 -0.046 -1.936
C -0.646 0.963 -2.087
N -0.707 1.833 -0.885
H -2.890 -0.276 -0.120
H -2.331 -1.091 1.178
H -2.103 -2.759 -0.399
H -1.884 -1.563 -1.655
H 0.139 -2.407 0.470
H 0.288 -2.644 -1.276
H 1.947 -1.384 0.794
H 2.603 -1.192 -0.837
H 3.438 0.577 0.747
H 2.521 1.295 -0.559
H 1.593 0.890 2.193
H 1.564 2.246 1.284
H 1.434 0.444 -2.139
H 0.381 -0.837 -2.684
H -0.503 1.537 -3.003
H -1.612 0.470 -2.175
H 0.029 2.532 -0.919
H -1.572 2.367 -0.872
S -1.280 0.821 5.212
C -1.119 0.607 3.641
S -0.332 -0.729 2.775
S -1.564 1.798 2.364
```

***

No. 5
# C2H8N5O

A cluster of 2 separate species, C2H8N5O in total in a non-equilibrium geometry (ωB97M-V/def2-TZVPD, the Open Molecules 2025 dataset).

## Properties
Kohn-Sham gap (alpha / beta)   6.9 / 6.9 eV
Multiplicity   1
E_LUMO (alpha / beta)   -5.96 / -5.96 eV
Energy relative to the best compared isomer or geometry (same formula, charge and spin)   473.3 kJ/mol
Charge   +1

Structure (XYZ):
```
16
C2H8N5O | the Open Molecules 2025 dataset | ωB97M-V/def2-TZVPD
C 1.738 -1.645 2.465
C -1.001 0.269 -1.743
N -2.845 0.922 -3.179
N -1.807 0.467 -2.725
N 1.018 -1.383 1.456
N -0.885 1.038 -0.660
N 0.387 1.025 -0.006
O 2.208 -0.692 3.312
H 1.800 -2.758 2.817
H -0.277 -0.575 -1.899
H -2.823 1.497 -4.010
H 0.569 -2.199 1.061
H -1.451 1.895 -0.620
H 0.766 0.116 0.117
H 1.956 0.174 2.992
H 0.647 1.850 0.622
```